No. 1
Here is a single C18H26N2O5S molecule from the OMol25 dataset. Energies are from ωB97M-V/def2-TZVPD.

The geometry in XYZ format:
```
52
Properties=species:S:1:pos:R:3:mulliken_charge:R:1
H -0.785 -0.027 2.084 -0.2786
H -2.864 -1.968 -3.281 0.2689
C -3.242 -1.078 -3.786 -0.5429
C 0.132 -1.525 3.413 -0.5733
C -5.068 -0.833 -2.107 -0.3799
O 1.055 0.542 2.792 -0.3966
H -0.678 -1.992 3.965 0.4740
N 3.530 0.508 1.716 -0.0604
H 2.037 -2.182 4.290 0.3419
S -2.050 -0.589 -0.721 1.5940
C -0.440 1.593 -0.409 -0.4366
O -1.859 -1.940 -1.177 -0.7290
H 1.118 -1.029 5.272 0.3299
H -1.365 2.104 -0.196 0.4715
H -0.734 0.424 3.808 0.2895
C 1.389 -1.309 4.254 -0.8227
H -5.142 -0.121 -4.139 0.2977
C 1.907 0.196 -0.947 -0.2353
H -4.491 0.480 -0.476 0.4227
C 3.172 -0.592 2.586 -0.8258
H -4.743 1.310 -2.033 0.4098
C -2.564 0.149 -3.176 -0.8029
H 5.084 2.262 -0.024 0.3466
H 2.495 0.589 4.254 0.3006
C 2.066 -0.129 3.541 0.3627
C 4.352 0.350 0.667 0.3379
H 0.843 3.271 -0.026 0.4490
C -0.198 -0.095 3.001 0.0879
C -0.478 0.254 -0.756 -0.4997
O -2.627 -0.408 0.582 -0.7727
O 3.110 2.231 -0.347 -0.5311
H 4.602 1.145 -1.317 0.3206
H 2.817 -1.433 1.979 0.2962
C 0.680 -0.439 -1.038 -0.3064
C -4.358 0.402 -1.556 -1.0093
C -4.754 -0.986 -3.594 -0.7779
H 2.806 -0.362 -1.154 0.4457
H -5.236 -1.880 -3.991 0.3756
H -2.991 -1.143 -4.846 0.4050
H 2.880 1.281 1.735 0.3169
H -6.144 -0.741 -1.947 0.3834
H 0.352 -2.125 2.530 0.2032
H -2.845 1.053 -3.728 0.4809
C 4.333 1.526 -0.324 -0.3745
H 0.610 -1.480 -1.311 0.5753
H 4.053 -0.921 3.145 0.2899
C 0.775 2.234 -0.314 -0.8004
H -4.708 -1.710 -1.566 0.2742
H -1.477 0.046 -3.207 0.2746
C 1.961 1.532 -0.555 0.2904
N -2.929 0.354 -1.790 0.0930
O 5.069 -0.613 0.497 -0.6534
```

Results
ΔE to the lowest compared entry with this formula, charge and spin, eV: 1.130
Orbital gap, Ha: 0.3576
Total energy, Eh: -1585.39932
SMILES: O=C(COc1ccc(S(=O)(=O)N2CCCCC2)cc1)NC[C@@H]1CCCO1

***

No. 2
Here is a molecular structure, C2H4N4 from the OMol25 dataset. Energies are from ωB97M-V/def2-TZVPD.

The geometry in XYZ format:
```
10
Properties=species:S:1:pos:R:3:mulliken_charge:R:1
H -1.081 -2.702 0.469 0.4449
H 1.857 1.344 0.347 0.2204
N -1.149 -1.093 -0.894 -0.4615
N 0.054 -0.969 0.995 -0.7723
H 0.451 2.002 1.189 0.2205
N 0.135 0.122 0.282 0.7936
H 0.050 1.427 -0.873 0.4869
C -0.757 -1.708 0.232 0.0252
N -0.574 0.048 -0.831 -0.1956
C 0.754 1.443 0.280 -0.7620
```

Results
ΔE to the lowest compared entry with this formula, charge and spin, eV: 3.544
Orbital gap, Ha: 0.4364
Total energy, Eh: -297.51405

***

No. 3
Here is 2 unconnected molecules or ions with the total composition C11H9N3 from the OMol25 dataset. Energies are from ωB97M-V/def2-TZVPD.

The geometry in XYZ format:
```
23
Properties=species:S:1:pos:R:3:mulliken_charge:R:1
C -3.660 0.584 0.401 -0.3585
N -0.129 -2.457 -2.547 -0.4741
H -0.478 -2.074 0.694 0.4823
N -3.384 1.135 -0.754 -0.6447
H -1.864 0.895 -2.206 0.3491
H 3.651 2.037 0.742 0.4490
H 3.329 1.439 -1.447 0.3781
C 0.983 -0.579 0.022 1.0315
C 2.139 0.730 1.704 -0.7196
H -4.499 1.042 0.878 0.4254
H -2.649 -1.147 1.505 0.2681
C 2.882 1.381 0.650 -0.4113
C -2.724 -0.403 0.673 -0.3522
H 1.869 -0.252 -1.953 0.4558
C -0.085 -2.156 -1.428 -0.0212
C 1.801 -0.010 -0.955 -0.2776
H 0.766 -0.631 2.324 0.2462
C -0.003 -1.540 -0.145 0.0223
N -1.877 -0.343 -0.354 0.0179
H 2.331 1.017 2.727 0.3751
C -2.283 0.549 -1.242 -0.1725
C 1.168 -0.190 1.391 -0.3989
C 2.715 0.973 -0.681 -0.6703
```

Results
ΔE to the lowest compared entry with this formula, charge and spin, eV: 3.350
Orbital gap, Ha: 0.2104
Total energy, Eh: -588.68536

***

No. 4
Here is a molecular structure, C21H47OP3PdSe from the OMol25 dataset. Energies are from ωB97M-V/def2-TZVPD.

The geometry in XYZ format:
```
74
Properties=species:S:1:pos:R:3:mulliken_charge:R:1
H 0.166 -2.983 2.969 0.1239
H -2.698 1.420 0.921 0.2274
C -1.863 -3.394 -0.292 -1.1096
H -2.474 -4.263 -0.016 0.4678
H -2.616 4.320 -6.306 0.3825
H -1.971 3.434 4.241 0.3625
H 3.921 -2.151 3.608 0.5053
P 2.273 -0.776 2.457 0.7638
H -1.170 2.228 0.481 -0.5834
H 4.079 0.541 1.546 0.3280
C 1.261 -1.814 -2.661 -0.9504
H -3.110 -1.044 1.786 0.3129
Se 1.185 1.620 -0.251 0.0654
P 2.078 -1.954 -1.053 0.9048
C -2.509 3.487 1.590 -1.5694
Pd 0.973 -0.745 0.537 0.1621
C -1.529 2.488 4.570 -1.3243
C 2.327 -3.724 -0.759 -1.2413
H -1.899 2.278 5.573 0.4303
C -1.954 1.400 3.602 -0.4272
C -2.709 -1.988 2.192 -1.0916
H -0.734 3.066 -5.425 -0.1171
C 0.963 3.003 -4.093 -1.0532
H -3.482 -2.770 2.178 0.4900
O -1.228 1.502 2.358 0.0301
H -0.440 2.589 4.631 0.2581
H 1.251 -0.768 -2.996 0.2352
H 2.455 2.786 -2.543 0.4664
H 3.628 -0.179 -1.566 0.2775
H -4.547 2.747 -6.328 0.3160
H 4.295 -1.295 -0.333 0.2817
H -0.769 -1.202 0.741 -0.0556
H -0.706 -4.445 2.425 0.5538
H -2.085 1.464 -4.095 0.2898
H 0.620 -1.424 4.109 0.3208
H 0.225 -2.163 -2.572 0.2860
H -1.234 0.674 -1.874 0.4052
C -0.640 1.331 -2.499 -0.1877
P -1.323 -2.482 1.154 0.9922
H -1.738 4.145 2.000 0.3589
C -0.204 -3.520 2.089 -0.8721
H 1.800 -2.435 -3.385 0.5080
C -1.108 1.786 -3.731 -0.3052
H 4.067 0.558 3.340 0.4996
H 0.711 0.346 3.944 -0.1094
H 3.920 -2.459 1.850 0.3339
C -0.332 2.656 -4.501 0.2420
C 3.444 0.614 2.437 -1.2402
H 2.621 -3.133 2.880 0.3298
H 1.590 3.642 -4.723 0.4225
H -3.368 3.434 2.270 0.3912
C -2.564 3.350 -6.820 -0.1602
H -2.861 3.950 0.663 0.4424
H 0.653 -3.787 1.459 0.1548
C 0.613 1.768 -2.030 0.3548
H -2.455 -2.731 -0.933 0.3976
H 4.255 -1.798 -2.056 0.5008
H -3.051 1.441 3.455 0.5129
H 2.900 1.568 2.410 0.3337
H 1.986 -0.540 4.852 0.5619
C -1.927 2.123 1.278 0.6764
H 1.362 -4.245 -0.746 0.3197
H -0.995 -3.739 -0.866 0.2492
C 1.307 -0.578 3.988 -0.6845
H -1.703 0.399 3.984 0.2475
H -1.632 3.115 -7.354 0.3642
H 2.833 -3.878 0.200 0.3250
C 3.729 -1.234 -1.272 -1.0904
C -3.603 2.499 -6.827 -0.1372
H -3.554 1.546 -7.368 0.3048
C 3.284 -2.273 2.724 -1.1916
H 2.943 -4.143 -1.563 0.5184
C 1.450 2.532 -2.879 -0.4494
H -2.384 -1.793 3.225 0.3616
```

Results
ΔE to the lowest compared entry with this formula, charge and spin, eV: 0.000
Orbital gap (spin up / spin down), Ha: 0.2934 / 0.1343
Total charge: +4
2S+1: 5
Total energy, Eh: -4455.34987

***

No. 5
Here is 6 unconnected molecules or ions with the total composition C38H57NO13S5 from the OMol25 dataset. Energies are from ωB97M-V/def2-TZVPD.

The geometry in XYZ format:
```
114
Properties=species:S:1:pos:R:3:mulliken_charge:R:1
C -1.788 -5.866 -0.763 -0.4887
H 4.841 -3.731 -1.710 0.2886
H -1.034 -0.403 3.950 0.3702
H 5.185 3.341 3.572 -0.1830
H -11.077 -5.097 -2.872 0.3430
H 4.085 4.761 2.053 0.2698
H -1.502 -3.653 -3.429 0.3932
H 6.241 8.176 4.362 0.3614
H -9.644 -5.046 -1.830 0.2866
H 2.700 -0.009 -5.252 0.2459
H 0.003 4.704 -2.044 0.2660
C -2.313 0.008 -2.912 0.1931
H -9.684 -5.498 -4.864 0.3280
O 1.548 3.238 -1.893 -0.3570
C 8.138 6.094 3.413 -0.4897
C -2.452 -6.796 0.252 -0.7345
C -3.921 -2.108 -3.914 -0.7705
O 0.333 -4.546 0.070 -0.7547
C 0.213 -2.174 -3.136 0.2279
H 0.904 1.206 2.878 0.0545
O -7.313 -4.473 -5.366 -0.6836
O 7.113 6.203 6.991 -0.7165
H -10.378 -3.055 -4.031 0.3089
C 3.466 -1.381 -3.417 -0.4582
H 7.288 6.017 2.726 0.2176
H 7.464 4.272 4.433 0.3491
C -0.478 0.436 4.380 -0.8361
C -1.596 -6.779 1.517 -0.5302
H -1.881 -7.576 2.211 0.3559
C 0.579 3.957 -2.750 -0.5459
H -1.935 -6.218 -1.787 0.4150
H 0.111 2.071 -4.044 0.1144
C -2.492 -1.592 -3.215 0.6864
C -4.936 0.629 -3.970 -0.5555
O -3.662 3.786 -2.899 -0.5795
H 3.732 2.328 3.837 0.3043
C -1.113 0.893 -2.236 0.0539
H -0.824 1.493 2.505 0.3727
H -1.719 -5.820 2.034 0.2836
H 9.233 7.653 4.424 0.3020
S -7.676 -4.638 -3.972 1.2111
S 6.711 6.214 5.599 1.1561
O 4.261 0.441 2.113 -0.6715
O -0.052 0.577 -1.491 -0.4298
S -0.044 -5.871 -0.378 1.3754
H -1.148 3.236 6.192 0.3851
H 0.421 0.026 4.855 0.2974
H -2.154 -4.840 -0.665 0.2063
C -0.159 -6.936 1.046 -0.8256
O 1.371 3.467 4.193 -0.6360
H 4.553 -2.284 -0.473 0.2042
O -1.049 3.875 3.547 -0.7167
H 1.079 -3.566 -1.286 -0.0834
N -1.512 2.336 -2.615 0.2568
S -0.009 3.036 4.104 1.0898
H 1.084 2.954 -1.032 0.2027
C 3.455 3.924 2.378 -0.7210
C -8.330 -3.097 -3.348 -0.3522
O -6.759 -5.181 -2.992 -0.6413
H 3.634 1.720 -0.208 0.4991
H -1.386 -2.986 -1.667 0.1168
C -0.486 2.963 -3.533 -0.2584
C -1.317 -2.654 -2.802 0.1102
H -7.816 -2.866 -2.412 0.3802
C -10.021 -4.813 -2.833 -0.5818
S 4.857 1.733 1.842 1.2762
O 5.375 5.852 5.176 -0.5743
H -6.105 -1.465 -4.743 0.3384
H -8.149 -2.304 -4.078 0.2006
H -2.293 1.425 5.009 0.2930
H -9.003 -6.591 -3.617 0.3860
C 2.309 -0.773 -4.426 -0.4006
C 0.686 -1.142 -4.317 -0.4466
C 7.881 5.256 4.657 -0.6866
H 2.688 4.330 3.044 0.4843
H 4.666 3.172 -0.017 0.3873
H 9.034 5.760 2.882 0.3610
C 3.978 2.487 0.488 -0.8701
O 6.280 1.900 1.626 -0.7140
H -0.117 -0.672 -5.037 0.3841
C 4.314 2.884 3.096 -0.1030
H 2.387 3.971 0.473 0.4058
C -0.076 1.441 3.301 -0.1172
H 2.059 2.546 1.474 -0.2107
H 4.613 -1.100 -3.476 0.2795
H -2.488 -7.815 -0.151 0.2913
C 8.274 7.534 3.905 -0.6451
C -3.507 1.103 -3.303 -0.2537
C 7.126 7.796 4.879 -0.6355
C -1.305 1.188 5.422 -0.6154
H 0.575 -6.638 1.796 0.4034
C 2.840 3.246 1.155 -0.0839
H 3.397 -3.806 -0.422 0.1965
C 2.996 -2.429 -2.248 0.5284
C -0.539 2.471 5.709 -0.7099
H 8.790 5.152 5.257 0.3355
H -1.450 0.595 6.330 0.3579
C 1.403 -2.798 -2.140 -0.4247
H -5.796 1.414 -4.212 0.3155
C -9.204 -5.551 -3.882 -0.7264
C -5.113 -1.002 -4.273 -0.2241
C 4.010 -3.104 -1.149 -0.8277
C -9.824 -3.326 -3.125 -0.7827
H 0.037 -7.960 0.714 0.3533
O 0.674 -6.568 -1.426 -0.7538
H -10.201 -2.700 -2.310 0.3488
H 8.258 8.248 3.076 0.3335
H 0.356 2.270 6.305 0.3463
H -4.020 -3.267 -4.103 0.3081
C -2.977 2.637 -2.903 0.2424
H -3.482 -6.487 0.455 0.3513
H 7.421 8.489 5.671 0.3371
H -0.955 3.593 -4.404 0.4007
H 1.235 4.523 -3.570 0.2781
```

Results
Orbital gap, Ha: 0.2350
Total energy, Eh: -4505.19711
SMILES: Cc1cccc(Cc2cccc3c2C(=O)N(CCO)C3=O)c1.O=S1(=O)CCCC1.O=S1(=O)CCCC1.O=S1(=O)CCCC1.O=S1(=O)CCCC1.O=S1(=O)CCCC1

***

> The highest total energy belongs to which entry?

C2H4N4